No. 1
{
  "formula": "C23H32N2O3",
  "method": "ωB97M-V with the def2-TZVPD basis set",
  "gap_ha": 0.30720,
  "smiles": "CCOc1cccc(CN2CCN(CCc3ccccc3)[C@H](CCO)C2)c1O",
  "spin_multiplicity": 1,
  "elements": ["C", "C", "O", "C", "C", "C", "C", "C", "C", "N", "C", "C", "N", "C", "C", "C", "C", "C", "C", "C", "C", "C", "C", "C", "O", "C", "C", "O", "H", "H", "H", "H", "H", "H", "H", "H", "H", "H", "H", "H", "H", "H", "H", "H", "H", "H", "H", "H", "H", "H", "H", "H", "H", "H", "H", "H", "H", "H", "H", "H"],
  "positions_angstrom": [[0.55393, 3.34053, -5.47647], [-0.39481, 2.23137, -5.03426], [-0.65366, 2.25635, -3.64650], [0.33059, 1.85734, -2.76653], [1.51005, 1.21328, -3.09236], [2.39909, 0.86336, -2.08654], [2.11013, 1.14334, -0.76747], [0.92942, 1.78785, -0.41467], [0.60573, 2.08962, 1.02899], [-0.14063, 1.05546, 1.73488], [-1.49105, 0.85046, 1.24188], [-2.23857, -0.01566, 2.26116], [-1.59273, -1.28136, 2.51241], [-2.13814, -2.45740, 1.90172], [-2.05250, -2.60593, 0.36025], [-0.67454, -2.87787, -0.16577], [-0.09746, -2.05587, -1.12695], [1.16688, -2.32209, -1.62374], [1.88226, -3.40969, -1.15661], [1.31696, -4.24039, -0.20339], [0.04837, -3.98029, 0.27974], [-0.16848, -1.19424, 2.76677], [0.06812, -0.91137, 4.28028], [0.57714, 0.47232, 4.70948], [-0.30164, 1.52807, 4.45049], [0.54853, -0.22197, 1.81078], [0.04115, 2.14979, -1.42210], [-1.11205, 2.80978, -1.12095], [0.14415, 4.31032, -5.20442], [0.68329, 3.30190, -6.55436], [1.52476, 3.23160, -4.99888], [-1.37777, 2.37394, -5.49245], [-0.01490, 1.24810, -5.33664], [1.75160, 0.98000, -4.11740], [3.32531, 0.37317, -2.34575], [2.81233, 0.87182, 0.00594], [0.00800, 3.00330, 1.07707], [1.53775, 2.24863, 1.57979], [-1.48739, 0.36445, 0.25383], [-1.98293, 1.81995, 1.14641], [-2.28654, 0.53788, 3.20681], [-3.25883, -0.19836, 1.92003], [-3.20129, -2.48871, 2.16838], [-1.65948, -3.32196, 2.36844], [-2.46090, -1.70986, -0.10984], [-2.69922, -3.44622, 0.09005], [-0.64299, -1.20052, -1.50304], [1.59194, -1.67173, -2.37309], [2.87134, -3.61494, -1.53868], [1.86418, -5.09886, 0.15877], [-0.39104, -4.64770, 1.00769], [0.25217, -2.18460, 2.56165], [0.79101, -1.63672, 4.65854], [-0.88101, -1.09427, 4.78624], [0.71370, 0.45523, 5.79591], [1.56051, 0.66798, 4.25546], [-0.39383, 1.57328, 3.47611], [0.60956, -0.69642, 0.81787], [1.56873, -0.05738, 2.16354], [-1.55841, 3.00219, -1.95769]],
  "lowdin_charge": [-0.06, -0.24, -0.07, -0.19, -0.03, -0.10, -0.05, -0.14, -0.11, -0.17, -0.15, -0.14, -0.14, -0.18, -0.12, -0.24, -0.06, -0.08, -0.09, -0.08, -0.05, -0.25, -0.11, -0.29, -0.09, -0.12, -0.20, 0.07, 0.08, 0.08, 0.07, 0.13, 0.12, 0.11, 0.11, 0.11, 0.13, 0.13, 0.11, 0.13, 0.12, 0.13, 0.12, 0.11, 0.10, 0.12, 0.11, 0.09, 0.10, 0.10, 0.11, 0.14, 0.11, 0.12, 0.11, 0.11, 0.04, 0.11, 0.13, 0.11]
}

=====

No. 2
{
  "formula": "C22H27F6N5O6ReSSbSe2",
  "method": "ωB97M-V with the def2-TZVPD basis set",
  "gap_ha": [0.22758, 0.21898],
  "spin_multiplicity": 3,
  "elements": ["Re", "C", "C", "N", "C", "S", "N", "N", "C", "C", "C", "C", "C", "C", "C", "N", "H", "H", "H", "H", "H", "H", "H", "H", "H", "H", "H", "H", "H", "O", "C", "C", "C", "O", "C", "Se", "C", "Se", "H", "H", "H", "H", "H", "H", "H", "H", "H", "H", "O", "C", "O", "C", "C", "C", "C", "C", "C", "N", "O", "O", "H", "H", "H", "H", "F", "Sb", "F", "F", "F", "F", "F"],
  "positions_angstrom": [[1.00674, 0.47886, 0.65189], [3.06593, -2.27585, -4.34462], [1.67446, -2.48574, -3.75868], [1.66974, -2.63473, -2.31872], [1.77641, -1.59492, -1.48227], [1.37561, -1.91733, 0.19036], [2.14138, -0.42648, -1.92250], [2.07342, 0.61199, -1.08906], [2.36181, 1.80961, -1.55097], [2.84726, 2.05279, -2.94448], [2.10472, 2.87875, -0.62863], [2.39359, 4.22785, -0.87254], [2.04971, 5.17592, 0.06299], [1.45048, 4.76526, 1.25184], [1.19722, 3.42410, 1.43521], [1.49818, 2.50168, 0.52387], [2.97745, -2.05206, -5.40415], [3.67845, -3.16414, -4.22416], [3.55103, -1.44301, -3.84715], [1.21899, -3.38077, -4.18365], [1.04871, -1.62152, -4.00273], [1.48961, -3.53628, -1.90314], [2.75496, 1.14320, -3.53041], [3.89257, 2.36209, -2.93105], [2.26147, 2.83826, -3.41730], [2.88347, 4.50661, -1.79186], [2.22681, 6.22168, -0.12598], [1.17259, 5.47701, 2.01022], [0.73305, 3.05905, 2.34111], [0.72988, -3.41480, 4.70771], [0.37036, -2.19222, 5.29726], [0.44592, -1.07153, 4.23883], [0.20810, 0.26507, 4.95723], [0.05081, 1.26879, 3.97602], [-0.67108, -1.30079, 3.21978], [-0.98946, 0.23801, 2.04448], [1.84186, -1.14417, 3.61210], [2.50239, 0.40464, 2.57064], [0.72940, -4.10175, 5.38021], [1.05654, -1.93697, 6.11792], [-0.65116, -2.24477, 5.70292], [1.08132, 0.50405, 5.57769], [-0.68671, 0.18771, 5.58678], [-0.44716, 2.02564, 4.31845], [-1.61531, -1.48676, 3.73722], [-0.44185, -2.15050, 2.57731], [1.90191, -2.01494, 2.95700], [2.57855, -1.26314, 4.40735], [-1.83821, -0.83825, 0.72802], [-1.52376, -0.61294, -0.51437], [-0.55593, 0.05737, -0.87221], [-2.36506, -1.27173, -1.52595], [-3.48583, -2.02040, -1.16664], [-4.25464, -2.60178, -2.15294], [-3.89720, -2.43611, -3.48872], [-2.76274, -1.71457, -3.85143], [-1.99904, -1.13059, -2.86702], [-4.71873, -3.01399, -4.52193], [-5.74619, -3.56206, -4.18238], [-4.33110, -2.91568, -5.66910], [-3.74104, -2.12651, -0.12309], [-5.13424, -3.18027, -1.91597], [-2.51452, -1.61836, -4.89729], [-1.12219, -0.54929, -3.10901], [-1.14835, 2.30742, 0.20298], [-2.70341, 3.17352, 0.97645], [-1.74959, 4.80637, 0.73125], [-1.82207, 2.99084, 2.71623], [-4.15836, 4.03162, 1.80207], [-3.50470, 1.45249, 1.26107], [-3.49325, 3.19945, -0.74038]],
  "lowdin_charge": [0.80, -0.09, -0.25, -0.01, -0.75, 0.66, 0.01, -0.15, -0.23, -0.01, -0.20, 0.01, -0.03, -0.03, -0.14, -0.11, 0.07, 0.07, 0.06, 0.12, 0.10, 0.12, 0.06, 0.09, 0.09, 0.11, 0.11, 0.12, 0.09, -0.03, -0.23, -0.54, -0.20, -0.25, -0.29, 1.20, -0.49, 0.68, 0.10, 0.13, 0.13, 0.14, 0.14, 0.11, 0.10, 0.08, 0.03, 0.07, -0.25, -0.56, -0.12, -0.09, 0.03, 0.03, -0.14, 0.03, 0.02, -0.36, 0.09, 0.08, 0.13, 0.12, 0.12, 0.12, -0.41, 1.42, -0.36, -0.40, -0.35, -0.39, -0.35]
}

=====

No. 3
{
  "formula": "C2H4Cl4OP2",
  "method": "ωB97M-V with the def2-TZVPD basis set",
  "gap_ha": 0.24013,
  "spin_multiplicity": 1,
  "elements": ["C", "C", "O", "P", "P", "Cl", "Cl", "Cl", "Cl", "H", "H", "H", "H"],
  "positions_angstrom": [[-1.85898, -0.12153, 2.07556], [2.24414, 0.09395, -2.02744], [-0.03291, 0.81737, -0.81445], [-1.70954, -0.02173, 0.42931], [1.38004, 0.32069, -0.61556], [-2.83976, 1.52341, -0.18484], [-2.02994, -1.47242, -0.80852], [0.84740, -1.35865, 0.60976], [2.39449, 1.34025, 0.70241], [-1.48992, 0.64312, 2.72125], [-1.77234, -1.03939, 2.55645], [3.16919, -0.31921, -1.95596], [1.69812, -0.40584, -2.68796]],
  "lowdin_charge": [-0.28, -0.26, -0.60, 0.05, -0.14, 0.36, 0.42, 0.16, 0.37, 0.03, -0.01, -0.04, -0.06]
}

=====

No. 4
{
  "formula": "C19H28Cl13N2O9S4",
  "method": "ωB97M-V with the def2-TZVPD basis set",
  "gap_ha": 0.25932,
  "spin_multiplicity": 1,
  "total_charge": 1,
  "elements": ["C", "S", "O", "O", "C", "C", "S", "C", "C", "C", "O", "O", "C", "N", "N", "C", "C", "C", "S", "O", "O", "O", "C", "C", "C", "C", "C", "S", "O", "O", "Cl", "H", "H", "H", "H", "H", "H", "H", "H", "H", "H", "H", "H", "H", "H", "H", "H", "H", "H", "H", "H", "H", "H", "H", "H", "C", "Cl", "Cl", "Cl", "H", "C", "Cl", "Cl", "Cl", "H", "C", "Cl", "Cl", "Cl", "H", "C", "Cl", "Cl", "Cl", "H"],
  "positions_angstrom": [[0.61368, -2.08294, 3.98660], [0.40020, -3.25232, 2.48969], [1.88028, -3.59433, 2.05795], [-0.17062, -4.56547, 3.07060], [-0.59777, -2.46861, 1.11590], [-2.12692, -2.86316, 0.66325], [-3.07313, -4.21809, 1.54153], [-2.89402, -2.07887, -0.56225], [-4.40799, -2.57716, -0.95328], [-5.59108, -2.06787, 0.06012], [-6.87463, -2.25444, -0.34180], [-5.40404, -1.46797, 1.39448], [-2.07164, -0.84247, -1.30720], [-2.83818, -0.11184, -2.40254], [-0.63367, -0.47731, -0.88089], [-0.01835, 0.68836, -1.66181], [-0.47387, 2.05548, -0.82676], [0.56023, 3.31414, -1.00732], [1.80860, 3.48500, 0.42039], [3.14370, 2.75835, 0.04696], [2.08150, 5.02876, 0.60888], [1.17388, 2.95513, 1.92951], [0.09854, -1.20749, 0.26457], [1.63536, -0.69846, 0.68574], [2.66185, -1.54334, -0.32723], [4.12295, -1.72674, 0.39261], [4.74409, -3.24176, 0.33712], [4.50024, -4.14995, -1.28134], [4.51084, -3.25835, -2.54649], [5.71829, -5.14484, -1.41154], [2.73395, -5.29043, -1.28631], [0.36972, -2.63354, 5.01482], [1.76742, -1.78940, 4.07406], [0.03811, -1.07274, 3.86019], [-2.55907, -5.46848, 1.07087], [-4.67941, -2.24181, -2.06491], [-4.45538, -3.76203, -0.96128], [-5.48850, -2.20399, 2.09701], [-2.51598, -0.37663, -3.35812], [-3.87110, -0.18597, -2.28299], [-0.36818, 0.71476, -2.79882], [1.16361, 0.64395, -1.70785], [-1.57071, 2.41910, -1.12609], [-0.52491, 1.78225, 0.33256], [-0.05892, 4.33340, -0.98501], [1.12468, 3.31492, -2.04444], [1.07454, 1.95765, 1.86203], [1.80987, 0.44735, 0.42936], [1.87538, -0.85985, 1.81948], [2.82305, -0.87524, -1.30350], [2.16750, -2.54570, -0.70299], [4.93710, -0.97704, -0.01703], [3.96380, -1.47616, 1.54757], [4.34012, -3.94893, 1.20600], [5.91764, -3.16520, 0.53346], [7.07734, -0.76968, 3.33882], [7.39100, -1.81772, 1.94504], [5.33817, -0.48744, 3.52596], [7.75490, -1.47806, 4.81492], [7.56542, 0.19237, 3.16308], [-0.98611, 3.44839, -4.46961], [-2.18580, 3.53236, -5.77080], [-1.68887, 3.99893, -2.93910], [-0.35782, 1.79948, -4.30806], [-0.15456, 4.11033, -4.72460], [0.82301, 8.34228, -0.11319], [1.24582, 9.24282, -1.57936], [-0.27219, 9.29173, 0.90587], [0.09034, 6.78366, -0.52991], [1.73986, 8.15206, 0.45058], [-9.13915, 0.80680, -0.54532], [-10.78970, 1.15126, -1.08979], [-8.04014, 2.11003, -1.02818], [-9.09851, 0.57771, 1.21128], [-8.80568, -0.11896, -1.02115]],
  "lowdin_charge": [-0.15, 0.75, -0.40, -0.39, -0.15, -0.38, 0.75, -0.05, -0.10, -0.26, -0.01, -0.03, -0.02, 0.09, 0.00, -0.19, -0.21, -0.27, 0.81, -0.38, -0.41, -0.21, 0.03, -0.12, -0.18, -0.22, -0.28, 0.49, -0.41, -0.42, 0.33, 0.11, 0.09, 0.08, -0.04, 0.14, 0.14, 0.14, 0.11, 0.10, -0.04, 0.14, 0.08, 0.12, 0.02, 0.13, 0.06, 0.09, 0.10, 0.13, 0.09, 0.14, 0.06, 0.13, 0.06, -1.49, 0.59, 0.53, 0.55, 0.03, -1.43, 0.57, 0.64, 0.66, 0.04, -1.51, 0.53, 0.53, 0.55, 0.02, -1.55, 0.53, 0.50, 0.52, 0.00]
}

=====

No. 5
{
  "formula": "C5H8O",
  "method": "ωB97M-V with the def2-TZVPD basis set",
  "gap_ha": 0.37824,
  "smiles": "C1OC[C@@H]2C[C@@H]12",
  "spin_multiplicity": 1,
  "elements": ["C", "O", "C", "C", "C", "C", "H", "H", "H", "H", "H", "H", "H", "H"],
  "positions_angstrom": [[-0.32628, 1.32734, -0.65862], [0.05037, 1.53436, 0.74134], [0.30939, 0.27582, 1.35011], [-0.32044, -0.74156, 0.39432], [0.00703, -1.55896, -0.78094], [0.26788, -0.09175, -0.80184], [-1.42239, 1.39159, -0.65385], [0.11244, 2.16571, -1.27439], [-0.09810, 0.34246, 2.35120], [1.33651, 0.20693, 1.35824], [-1.35353, -0.58955, 0.48530], [0.91014, -2.19303, -0.76325], [-0.85983, -2.08620, -1.09096], [1.38682, 0.01684, -0.65668]],
  "lowdin_charge": [-0.12, -0.16, -0.18, -0.22, -0.04, -0.22, 0.11, 0.13, 0.12, 0.09, 0.12, 0.12, 0.09, 0.15]
}

=====

No. 6
{
  "formula": "C4H4N2O",
  "method": "ωB97M-V with the def2-TZVPD basis set",
  "gap_ha": [0.30753, 0.30755],
  "spin_multiplicity": 1,
  "elements": ["C", "C", "C", "C", "N", "N", "O", "H", "H", "H", "H"],
  "positions_angstrom": [[-1.58522, 0.92644, -0.06801], [0.99950, -1.14194, -0.01631], [-0.23563, 0.84230, 0.02656], [-0.20822, -0.56257, 0.11068], [-1.69490, -0.56216, 0.03396], [1.76697, 1.08710, 0.03063], [2.04756, -0.32657, -0.15825], [-2.50722, 1.43556, 0.03861], [1.40742, -2.10845, 0.04936], [-2.05489, -1.05449, 0.82678], [2.06463, 1.46477, -0.87400]],
  "lowdin_charge": [-0.04, -0.08, 0.01, -0.26, 0.04, 0.12, -0.14, 0.08, 0.11, 0.09, 0.07]
}

=====

No. 7
{
  "formula": "C6H2Br2F2N2S",
  "method": "ωB97M-V with the def2-TZVPD basis set",
  "gap_ha": [0.25256, 0.22319],
  "spin_multiplicity": 1,
  "elements": ["C", "C", "C", "C", "C", "C", "N", "N", "F", "F", "S", "Br", "Br", "H", "H"],
  "positions_angstrom": [[0.96986, -1.47739, 0.89888], [1.72788, -0.41652, 1.27771], [-0.48116, -0.08230, -0.49161], [0.41370, 0.99266, -0.14770], [-0.10948, -1.41092, -0.02566], [1.46744, 0.84475, 0.70774], [-1.59087, 0.31231, -1.12580], [-1.89299, 1.35177, -1.69955], [0.17863, 2.19933, -0.68295], [-2.73701, -0.83914, -1.07195], [-0.73414, -2.94347, -0.41985], [2.58365, 2.31653, 1.10657], [-3.52906, 2.12951, -1.59503], [1.19860, -2.45915, 1.28356], [2.53495, -0.51797, 1.98565]],
  "lowdin_charge": [-0.15, -0.11, -0.13, -0.25, -0.62, -0.61, -0.10, -0.41, 0.05, -0.19, 0.77, 0.81, 0.74, 0.09, 0.11]
}

=====

No. 8
{
  "formula": "C4H9NO",
  "method": "ωB97M-V with the def2-TZVPD basis set",
  "gap_ha": 0.36388,
  "smiles": "C=NC(=C)C.O",
  "spin_multiplicity": 1,
  "elements": ["C", "N", "C", "C", "C", "H", "H", "H", "H", "H", "H", "H", "O", "H", "H"],
  "positions_angstrom": [[-0.22467, 1.77623, 1.06719], [0.66027, 1.70042, 0.16907], [1.26199, 0.42014, -0.09779], [0.55407, -0.66113, -0.40590], [2.76627, 0.48784, 0.05658], [-0.40031, 2.67930, 1.63734], [-0.86553, 0.89871, 1.21639], [-0.49235, -0.69847, -0.13939], [1.12241, -1.55071, -0.63657], [2.88198, 1.45162, 0.55388], [3.07599, -0.29611, 0.73822], [3.32316, 0.48647, -0.87482], [-4.02411, -2.80686, -0.79894], [-3.76242, -1.88266, -0.81586], [-3.97528, -3.07430, 0.12813]],
  "lowdin_charge": [-0.03, 0.01, -0.43, 0.03, -0.05, 0.07, 0.07, 0.04, 0.06, 0.07, 0.08, 0.08, -0.06, 0.03, 0.03]
}